# 1
Density functional theory data (ωB97M-V with the def2-TZVPD basis set) for a molecular structure, C41H45IN3P2Pd in a non-equilibrium geometry.

The geometry in XYZ format:
```
93
C41H45IN3P2Pd (ωB97M-V with the def2-TZVPD basis set)
Pd -0.07 0.12 0.38
I 0.82 2.67 -0.82
C -0.03 4.19 0.42
C 0.84 5.23 0.59
C 0.42 6.46 1.12
C -0.90 6.64 1.37
C -1.82 5.57 1.25
C -3.17 5.82 1.55
C -4.09 4.82 1.56
C -3.65 3.51 1.34
C -2.35 3.20 0.99
P -1.99 1.40 0.93
C -3.55 0.83 0.15
C -4.39 -0.13 0.69
C -5.51 -0.55 -0.03
C -5.80 -0.01 -1.26
C -4.97 0.97 -1.80
C -3.84 1.38 -1.10
C -2.18 0.89 2.68
C -2.35 1.76 3.76
C -2.35 1.26 5.05
C -2.22 -0.10 5.28
C -2.05 -0.97 4.22
C -2.00 -0.48 2.93
C -1.39 4.26 0.86
H 1.87 5.12 0.29
H 1.14 7.25 1.26
H -1.29 7.60 1.69
H -3.46 6.84 1.77
H -5.13 5.01 1.79
H -4.37 2.71 1.45
H -4.19 -0.54 1.67
H -6.16 -1.31 0.40
H -6.68 -0.34 -1.81
H -5.20 1.41 -2.76
H -3.19 2.13 -1.52
H -2.46 2.82 3.58
H -2.44 1.94 5.89
H -2.23 -0.48 6.30
H -1.93 -2.03 4.39
H -1.80 -1.14 2.09
N -0.29 -4.15 -4.94
C -0.42 -3.05 -3.91
C -1.86 -2.99 -3.44
C -2.02 -1.91 -2.34
N -1.43 -2.27 -1.07
C -1.45 -0.57 -2.84
C -0.02 -0.66 -3.38
N 0.94 -1.03 -2.33
C 0.01 -1.73 -4.49
H -0.56 -5.05 -4.54
H 0.67 -4.21 -5.28
H -0.90 -3.96 -5.74
H 0.25 -3.30 -3.08
H -2.19 -3.95 -3.03
H -2.52 -2.74 -4.27
H -3.09 -1.77 -2.17
H -0.45 -2.52 -1.16
H -1.93 -3.03 -0.61
H -1.43 0.11 -1.98
H -2.11 -0.15 -3.60
H 0.23 0.30 -3.84
H 0.70 -0.59 -1.39
H 1.85 -0.64 -2.56
H 1.03 -1.78 -4.90
H -0.67 -1.42 -5.29
C 3.02 -1.51 0.24
P 1.59 -1.16 1.37
C 2.51 -0.32 2.70
C 3.58 -0.93 3.35
C 4.35 -0.21 4.25
C 4.04 1.12 4.52
C 2.95 1.72 3.90
C 2.19 1.01 2.99
C 1.29 -2.82 2.07
C 1.07 -3.00 3.43
C 0.83 -4.26 3.95
C 0.79 -5.36 3.10
C 0.97 -5.19 1.74
C 1.21 -3.92 1.23
H 3.80 -2.08 0.74
H 3.42 -0.54 -0.07
H 2.67 -2.04 -0.65
H 3.81 -1.97 3.15
H 5.20 -0.68 4.73
H 4.65 1.69 5.21
H 2.71 2.75 4.12
H 1.34 1.46 2.49
H 1.10 -2.14 4.10
H 0.67 -4.39 5.01
H 0.63 -6.35 3.51
H 0.92 -6.04 1.07
H 1.36 -3.80 0.16
```

Properties
**Frontier orbital gap**: 0.192 Eh
**Lowest unoccupied orbital energy**: -3.13 eV
**Energy above the lowest of the compared OMol25 structures with the same formula, charge and spin**: 20.91 kcal per mole
**Net charge**: +1
**HOMO energy**: -8.37 eV

Löwdin population analysis, charges in e, atoms 1 to 2:
1. Pd -0.07
2. I 0.95

# 2
Density functional theory data (ωB97M-V with the def2-TZVPD basis set) for a molecular structure, C41H46Br2N7O6S5Zr in a non-equilibrium geometry.

The geometry in XYZ format:
```
108
C41H46Br2N7O6S5Zr (ωB97M-V with the def2-TZVPD basis set)
Zr 0.31 -1.47 1.37
C -0.72 2.75 1.69
C -1.49 1.59 2.21
N -1.42 0.33 1.89
C -2.41 -0.40 2.53
C -3.17 0.33 3.41
S -2.69 1.96 3.41
C -2.72 -1.78 2.19
C -3.91 -2.39 2.46
S -3.91 -4.00 1.89
C -2.28 -3.77 1.30
N -1.81 -2.57 1.52
C -1.59 -4.92 0.71
H -0.25 2.50 0.75
H 0.04 3.07 2.40
H -1.40 3.59 1.53
H -3.96 -0.02 4.04
H -4.78 -1.98 2.93
H -2.24 -5.80 0.68
H -0.70 -5.14 1.29
H -1.25 -4.68 -0.31
O 2.30 -1.95 1.65
S 2.18 -3.42 1.85
O 2.88 -3.87 3.01
O 0.73 -3.67 1.88
C 2.81 -4.33 0.45
C 3.93 -5.12 0.70
C 4.39 -6.01 -0.26
C 3.70 -6.15 -1.46
C 2.61 -5.34 -1.72
C 2.17 -4.42 -0.77
S 0.86 -3.37 -1.42
O -0.22 -4.25 -1.79
O 1.45 -2.65 -2.51
O 0.44 -2.44 -0.33
H 4.40 -5.03 1.66
H 5.26 -6.61 -0.06
H 4.03 -6.86 -2.20
H 2.06 -5.39 -2.65
Br 1.81 0.84 2.27
C 1.45 0.64 4.18
C 1.97 1.56 5.04
C 1.79 1.40 6.42
C 1.12 0.30 6.88
C 0.58 -0.65 5.99
C -0.08 -1.78 6.50
C -0.59 -2.71 5.64
C -0.48 -2.52 4.25
C 0.13 -1.43 3.65
C 0.71 -0.50 4.57
H 2.52 2.41 4.66
H 2.19 2.14 7.10
H 0.99 0.13 7.94
H -0.16 -1.91 7.57
H -1.09 -3.59 6.03
H -0.90 -3.31 3.63
Br -5.16 -1.01 -4.40
C -4.00 -1.07 -2.90
C -2.70 -1.52 -3.03
C -1.88 -1.52 -1.91
N -2.29 -1.13 -0.71
C -3.54 -0.71 -0.60
C -4.44 -0.65 -1.65
H -2.31 -1.86 -3.98
H -0.86 -1.85 -2.00
H -3.85 -0.37 0.39
H -5.44 -0.28 -1.51
C -2.22 5.75 -3.34
C -3.28 5.17 -2.41
C -2.85 3.89 -1.68
C -2.63 2.68 -2.60
N -1.30 2.63 -3.17
C -0.27 1.99 -2.61
S -0.43 1.13 -1.17
N 0.93 2.05 -3.20
C 1.27 2.78 -4.41
C 1.41 4.30 -4.21
C 2.70 4.74 -3.52
C 2.70 4.48 -2.01
H -2.54 6.72 -3.70
H -2.06 5.11 -4.21
H -1.28 5.88 -2.81
H -4.19 4.96 -2.98
H -3.53 5.92 -1.65
H -3.62 3.63 -0.96
H -1.93 4.08 -1.12
H -3.36 2.68 -3.41
H -2.76 1.77 -2.01
H -1.14 3.18 -3.99
H 1.62 1.42 -2.84
H 0.52 2.59 -5.19
H 2.22 2.38 -4.77
H 0.56 4.68 -3.64
H 1.38 4.76 -5.20
H 2.83 5.81 -3.68
H 3.55 4.23 -3.98
H 1.90 5.04 -1.53
H 3.65 4.79 -1.58
H 2.55 3.43 -1.80
N 2.57 0.80 -0.81
C 3.74 0.88 -1.48
C 4.21 -0.40 -1.59
C 3.25 -1.20 -0.96
N 2.25 -0.46 -0.49
H 1.91 1.54 -0.59
H 4.15 1.82 -1.80
H 5.11 -0.73 -2.06
H 3.27 -2.26 -0.84
```

Properties
**Frontier orbital gap**: 0.284 Eh
**Lowest unoccupied orbital energy**: -2.51 eV
**Net charge**: +1
**HOMO energy**: -10.23 eV

Löwdin population analysis, charges in e, atoms 1 to 2:
1. Zr 1.71
2. C -0.17